Record 1
# CH4NOP

A cluster of 2 separate species, CH4NOP in total in a non-equilibrium geometry (ωB97M-V with the def2-TZVPD basis set, the Open Molecules 2025 dataset).

Last columns: bonded neighbours and bond lengths (Å).
Cartesian coordinates (Å):
1 C 1.50288 -0.35134 0.08170  O3 1.357, H5 1.104, H6 1.102, H7 1.102
2 N -2.82073 0.60570 -0.17728  P4 1.497, H8 1.003
3 O 0.44242 0.49438 0.11827  C1 1.357
4 P -1.93293 -0.58915 -0.01559  N2 1.497
5 H 1.73360 -0.70274 -0.93962  C1 1.104
6 H 1.37487 -1.23450 0.72772  C1 1.102
7 H 2.39146 0.18012 0.45824  C1 1.102
8 H -2.69156 1.59753 -0.25345  N2 1.003

Output
**2S+1**: 1
**HOMO-LUMO gap (alpha / beta)**: 7.552 / 6.856 eV
**Relative energy (zero: lowest compared OMol25 entry of this formula, charge and spin)**: 3.694 eV
**Electronic energy**: -511.72840 Eh



Record 2
# C14H48N10O10

A cluster of 10 separate species, C14H48N10O10 in total in a non-equilibrium geometry (ωB97M-V with the def2-TZVPD basis set, the Open Molecules 2025 dataset).

Last columns: bonded neighbours and bond lengths (Å).
Cartesian coordinates (Å):
1 C 3.74106 -2.16832 2.23090  C2 1.498, H4 1.085, H5 1.120, H6 1.055
2 C 3.06504 -1.30581 1.20894  C1 1.498, O3 1.387, H7 1.111, H8 1.080
3 O 1.69986 -1.54885 1.18896  C2 1.387, H9 0.952
4 H 3.71887 -3.24959 2.14824  C1 1.085
5 H 3.30207 -1.92506 3.23181  C1 1.120
6 H 4.72525 -1.82665 2.39587  C1 1.055
7 H 3.55943 -1.63221 0.26910  C2 1.111
8 H 3.25475 -0.24296 1.23443  C2 1.080
9 H 1.33065 -0.89607 0.60326  O3 0.952
10 C -4.54487 0.27741 -2.61888  C11 1.444, H13 1.054, H14 1.077, H15 1.050
11 C -3.30183 -0.10183 -3.24875  C10 1.444, O12 1.418, H16 1.021, H17 1.020
12 O -2.28380 -0.22668 -2.27022  C11 1.418, H18 0.944
13 H -5.32040 0.26592 -3.33194  C10 1.054
14 H -4.50817 1.27999 -2.22832  C10 1.077
15 H -4.88865 -0.37606 -1.87283  C10 1.050
16 H -3.06019 0.56961 -3.97868  C11 1.021
17 H -3.51949 -0.96132 -3.75398  C11 1.020
18 H -1.47453 0.08165 -2.64684  O12 0.944
19 C 2.01517 3.03056 4.41451  C20 1.505, H22 1.125, H23 1.098, H24 1.055
20 C 1.03562 2.05626 3.81863  C19 1.505, O21 1.434, H25 1.061, H26 1.092
21 O 1.77677 1.08864 3.06371  C20 1.434, H27 0.959
22 H 1.46111 3.79095 5.03206  C19 1.125
23 H 2.65648 3.50258 3.65821  C19 1.098
24 H 2.71865 2.57439 5.05476  C19 1.055
25 H 0.32983 2.52109 3.17752  C20 1.061
26 H 0.67314 1.47201 4.66691  C20 1.092
27 H 1.23642 0.29746 3.09486  O21 0.959
28 C -1.22319 2.69720 -3.36041  C29 1.601, H31 1.093, H32 1.117, H33 1.072
29 C -0.21314 2.19591 -2.22385  C28 1.601, O30 1.419, H34 1.072, H35 1.091
30 O 1.01577 2.18604 -2.93230  C29 1.419, H36 0.948
31 H -2.17822 2.87947 -2.86152  C28 1.093
32 H -1.32264 1.83982 -4.06920  C28 1.117
33 H -0.97491 3.54318 -3.96946  C28 1.072
34 H -0.49362 1.25942 -1.78425  C29 1.072
35 H -0.12920 2.87652 -1.37487  C29 1.091
36 H 0.85381 1.76842 -3.76738  O30 0.948
37 C -1.22980 -3.29775 -2.21149  O38 1.431, N39 1.330, N40 1.285
38 O -2.49963 -3.14782 -2.85498  C37 1.431
39 N -0.69813 -2.35089 -1.44326  C37 1.330, H41 1.060, H42 0.997
40 N -0.57909 -4.40436 -2.26575  C37 1.285, H43 1.007, H44 1.047
41 H -1.27150 -1.46010 -1.41814  N39 1.060
42 H -0.29776 -2.65197 -0.58140  N39 0.997
43 H -0.96442 -5.13483 -2.84275  N40 1.007
44 H 0.45357 -4.57077 -2.31224  N40 1.047
45 C -0.54177 -1.22306 3.97520  O46 1.355, N47 1.325, N48 1.346
46 O -1.18590 -0.69088 5.04197  C45 1.355
47 N 0.77589 -1.27555 3.84433  C45 1.325, H49 0.978, H50 1.030
48 N -1.10033 -1.76471 2.87670  C45 1.346, H51 1.041, H52 0.977
49 H 1.28408 -1.24819 4.67983  N47 0.978
50 H 1.30958 -1.69206 3.06833  N47 1.030
51 H -2.11756 -1.54616 2.85149  N48 1.041
52 H -0.58403 -2.03926 2.09366  N48 0.977
53 C 2.12254 -0.87647 -2.32611  O54 1.397, N55 1.310, N56 1.314
54 O 1.65032 -0.05519 -1.29948  C53 1.397
55 N 3.07562 -0.42766 -3.10462  C53 1.310, H57 1.024, H58 1.003
56 N 1.51375 -1.94899 -2.77899  C53 1.314, H59 1.133, H60 1.011
57 H 3.55308 0.38539 -2.70573  N55 1.024
58 H 3.69253 -1.02083 -3.62747  N55 1.003
59 H 0.65500 -2.14341 -2.06627  N56 1.133
60 H 1.91487 -2.70708 -3.31396  N56 1.011
61 C -3.68990 -0.66282 1.32124  O62 1.411, N63 1.329, N64 1.343
62 O -3.96596 0.72005 1.27453  C61 1.411
63 N -3.30281 -1.28288 0.21115  C61 1.329, H65 0.964, H66 1.060
64 N -3.92216 -1.49844 2.34618  C61 1.343, H67 1.016, H68 1.050
65 H -3.20362 -0.74716 -0.58461  N63 0.964
66 H -3.40091 -2.32539 0.04897  N63 1.060
67 H -4.45645 -1.07861 3.10117  N64 1.016
68 H -3.77924 -2.53617 2.27165  N64 1.050
69 C 2.94956 3.38481 -0.18952  O70 1.375, N71 1.327, N72 1.315
70 O 3.34444 4.47034 0.55611  C69 1.375
71 N 2.85325 3.34308 -1.51259  C69 1.327, H73 1.076, H74 1.064
72 N 2.69024 2.15364 0.19205  C69 1.315, H75 1.031, H76 1.029
73 H 3.06408 4.26590 -2.02492  N71 1.076
74 H 2.14400 2.79731 -2.08741  N71 1.064
75 H 2.62741 2.06795 1.21726  N72 1.031
76 H 2.45598 1.31670 -0.35916  N72 1.029
77 C -0.92613 1.19767 0.86903  O78 1.370, H79 1.090, H80 1.089, H81 1.026
78 O -0.68952 -0.07684 0.42480  C77 1.370, H82 0.950
79 H -0.03051 1.81906 0.88073  C77 1.090
80 H -1.31155 1.23159 1.88651  C77 1.089
81 H -1.61911 1.71640 0.31783  C77 1.026
82 H -1.49484 -0.57664 0.36115  O78 0.950

Output
**2S+1**: 1
**HOMO-LUMO gap**: 7.828 eV
**Relative energy (zero: lowest compared OMol25 entry of this formula, charge and spin)**: 9.187 eV
**Electronic energy**: -1862.05910 Eh



Record 3
# C5H8

A cluster of 2 separate species, C5H8 in total (ωB97M-V with the def2-TZVPD basis set, the Open Molecules 2025 dataset).

Last columns: bonded neighbours and bond lengths (Å).
Cartesian coordinates (Å):
1 C -0.34920 -0.62637 1.05209  C2 1.578, C5 1.514, H6 1.097, H7 1.098
2 C -1.08430 -0.23659 -0.28919  C1 1.578, C3 1.514, H8 1.099, H9 1.097
3 C -0.63073 1.20279 -0.40834  C2 1.514, C4 1.358, H10 1.089
4 C 0.56583 1.38571 0.20627  C3 1.358, C5 1.357
5 C 0.85579 0.28278 0.94195  C1 1.514, C4 1.357, H13 1.089
6 H -0.05562 -1.68105 1.12013  C1 1.097
7 H -1.00741 -0.41212 1.90420  C1 1.098
8 H -0.73243 -0.89134 -1.09807  C2 1.099
9 H -2.17758 -0.31826 -0.25278  C2 1.097
10 H -1.29696 1.98739 -0.76474  C3 1.089
11 H 1.88764 -0.01071 -1.67660  H12 0.745
12 H 2.17304 -0.63414 -1.96798  H11 0.745
13 H 1.85193 -0.04810 1.23308  C5 1.089

Output
**2S+1**: 1
**HOMO-LUMO gap (alpha / beta)**: 8.155 / 7.400 eV
**Relative energy (zero: lowest compared OMol25 entry of this formula, charge and spin)**: 4.396 eV
**Electronic energy**: -195.13048 Eh